Computed, not measured: a 11-piece molecular cluster, C28H69N5O24P6 overall at a distorted geometry, with the ωB97M-V functional and the def2-TZVPD basis.

Last column: Mulliken charge in e.
CARTESIAN COORDINATES (ANGSTROEM)
C1 2.8586 2.4478 -0.8860  0.456
C2 3.4452 1.5710 -1.8898  -0.082
N1 3.8496 0.8288 -2.6620  -0.506
H1 3.5734 3.2701 -0.6624  0.636
H2 2.8080 1.8476 0.0169  -0.496
H3 1.8261 2.6715 -1.2314  -0.075
C3 6.6027 -0.1525 -1.1542  -0.986
C4 5.7960 -1.3454 -1.2026  0.593
N2 5.1503 -2.2653 -1.1231  -0.500
H4 6.0503 0.6732 -1.5126  0.223
H5 7.5836 -0.2865 -1.5567  0.377
H6 6.7719 0.0602 -0.1055  0.289
C5 3.5346 -1.4441 1.8314  -0.598
C6 4.1223 -0.1395 1.4627  0.579
N3 4.6349 0.8561 1.1893  -0.511
H7 2.5233 -1.5803 1.5137  -0.065
H8 3.5397 -1.6014 2.9091  0.377
H9 4.0666 -2.2020 1.2572  0.363
C7 0.2986 3.3230 6.6870  -0.752
C8 0.3524 1.9036 6.3715  0.422
N4 0.3309 0.7669 6.2333  -0.407
H10 -0.3179 3.8583 5.9534  0.215
H11 1.3296 3.7079 6.7145  0.214
H12 -0.1476 3.4345 7.6968  0.339
C9 -0.7228 -4.6546 1.7207  -0.379
C10 -2.1546 -4.7844 1.4005  0.500
N5 -3.2966 -4.7124 1.3568  -0.511
H13 -0.4346 -3.6962 2.0241  -0.281
H14 -0.1145 -4.8906 0.8363  0.369
H15 -0.5320 -5.4567 2.4820  0.309
C11 1.9296 4.3914 -5.9141  -0.663
O1 1.4762 4.1604 -4.5991  -0.369
P1 0.1002 3.4403 -4.2226  0.694
O2 -0.2193 3.2757 -2.7794  -0.419
O3 -0.9536 4.1634 -5.1192  -0.399
C12 -2.3277 4.1410 -4.7609  -0.653
O4 0.2922 1.9765 -4.9764  0.002
C13 -0.8568 1.1913 -5.3865  -0.460
H16 2.0626 3.4333 -6.4150  0.261
H17 2.8870 4.8600 -5.8233  0.252
H18 1.2162 4.9696 -6.4660  0.287
H19 -2.5201 5.0951 -4.2999  0.310
H20 -2.4975 3.3860 -3.9789  0.245
H21 -2.9521 3.9582 -5.6642  0.254
H22 -1.5378 1.0190 -4.5296  0.198
H23 -0.5085 0.2162 -5.7214  0.140
H24 -1.4039 1.7063 -6.1889  0.252
C14 4.1694 4.0282 2.9605  -0.514
O5 2.9995 4.2453 3.8115  -0.278
P2 2.0644 5.4701 3.3780  1.145
O6 0.9700 5.6518 4.2861  -0.718
O7 3.0744 6.7216 3.2432  -0.368
C15 2.5593 8.0353 3.0054  -0.743
O8 1.7632 5.3525 1.7981  -0.413
C16 0.8370 4.2953 1.3637  -0.286
H25 4.7260 3.1791 3.2620  0.269
H26 4.8469 4.9030 3.1198  0.291
H27 3.8075 4.0448 1.9066  0.185
H28 2.5602 8.1457 1.9382  0.257
H29 3.2677 8.6734 3.5429  0.219
H30 1.5906 8.1356 3.3960  0.347
H31 1.3994 3.3536 1.4819  -0.276
H32 0.6758 4.3861 0.3357  0.360
H33 -0.0405 4.2784 1.9228  0.548
C17 -5.9969 -3.3257 -0.0149  -0.455
O9 -6.6897 -2.1471 0.4083  -0.392
P3 -5.7979 -0.8375 0.4968  1.097
O10 -4.9206 -0.6535 -0.6721  -0.589
O11 -6.8676 0.3508 0.7007  -0.446
C18 -7.9531 0.3676 -0.3401  -0.645
O12 -5.0691 -0.8937 1.8030  -0.352
C19 -3.6280 -1.1804 1.7950  -0.066
H34 -5.2411 -3.0973 -0.7811  0.295
H35 -6.8023 -3.9982 -0.3299  0.301
H36 -5.4602 -3.7953 0.8442  0.130
H37 -8.4971 1.2668 -0.1041  0.238
H38 -8.5532 -0.5224 -0.2441  0.291
H39 -7.5347 0.3833 -1.3968  0.255
H40 -3.2813 -1.4154 2.8273  0.086
H41 -3.1407 -0.3033 1.3758  0.098
H42 -3.4293 -2.1073 1.2477  0.180
C20 2.9141 -1.3625 -4.9936  -0.166
O13 2.8471 -2.7054 -5.5372  -0.310
P4 1.9717 -2.9942 -6.8059  1.034
O14 1.7616 -1.7884 -7.5760  -0.689
O15 0.6527 -3.5736 -6.1702  -0.303
C21 -0.5146 -3.9108 -6.9903  -0.696
O16 2.5514 -4.2545 -7.4517  -0.309
C22 3.8674 -4.1653 -8.0479  -0.705
H43 3.4162 -1.4613 -4.0385  0.159
H44 1.9226 -0.9422 -4.8294  0.007
H45 3.5249 -0.6908 -5.6214  0.291
H46 -0.3536 -3.7849 -8.0513  0.328
H47 -1.2675 -3.2403 -6.5965  0.260
H48 -0.8183 -4.9583 -6.8259  0.259
H49 4.0943 -5.1828 -8.3249  0.243
H50 4.6589 -3.8135 -7.4046  0.265
H51 3.6477 -3.5682 -8.9195  0.330
C23 -1.8112 1.0069 -1.0314  -0.482
O17 -1.3185 -0.1188 -0.1640  -0.077
P5 0.0601 -0.1202 0.4982  -0.836
O18 0.2509 -1.3128 1.3657  -0.737
O19 0.4127 1.2611 1.1749  0.855
C24 -0.0235 1.5295 2.5205  -0.600
O20 1.0804 -0.0766 -0.7380  0.661
C25 1.3394 -1.2810 -1.4536  -0.701
H52 -2.0415 0.3959 -1.9177  0.199
H53 -1.1757 1.8629 -1.2135  0.238
H54 -2.7739 1.1911 -0.5704  0.287
H55 0.7064 2.1926 2.9511  0.069
H56 -0.1701 0.5757 3.0639  0.180
H57 -1.0184 2.0062 2.3814  0.299
H58 0.8545 -2.1064 -1.0262  0.474
H59 2.4032 -1.3167 -1.4519  0.103
H60 0.9047 -1.1266 -2.4613  -0.009
C26 -4.5192 -4.1724 4.6345  -0.479
O21 -4.0104 -4.3174 5.9624  -0.381
P6 -2.3981 -4.3364 5.9926  0.950
O22 -1.7271 -5.1888 5.0185  -0.635
O23 -1.9605 -2.8138 5.8712  -0.334
C27 -0.8349 -2.2748 5.1039  -0.145
O24 -2.0999 -4.5388 7.4946  -0.359
C28 -2.3351 -5.8025 8.1784  -0.706
H61 -4.1583 -3.1831 4.2783  0.128
H62 -5.5815 -4.1392 4.5666  0.352
H63 -4.1410 -4.9932 3.9932  0.278
H64 -0.8079 -2.6854 4.0559  -0.061
H65 0.0366 -2.6061 5.6560  0.533
H66 -0.8537 -1.1715 5.0966  -0.003
H67 -1.5226 -6.5382 7.9455  0.270
H68 -3.2926 -6.2635 8.0261  0.318
H69 -2.2723 -5.5240 9.1893  0.263

The total energy is -142490.0233 eV. Its net charge is 0. The value obtained for the lowest unoccupied orbital energy is 0.48 eV. For the strongest force on any atom, the calculation gives 4.133 eV/A. The frontier orbital gap is 10.74 eV.